1) 7
Properties=species:S:1:pos:R:3:mulliken_charge:R:1 method="wB97M-V/def2-TZVPD" homo_lumo_gap_ev=13.863 homo_energy_ev=-19.1 total_charge=+1
C -0.63303 0.63597 0.77125 0.6037
N 0.75075 -2.61946 -0.53147 -0.1955
N 0.49367 -1.55382 -0.63521 0.1337
N -0.06670 1.06001 -0.24330 -0.2256
O -1.02384 0.16308 1.66932 0.0001
H 0.70387 0.36607 -0.32366 0.3762
H -0.22474 1.94816 -0.70692 0.3075

2) 7
Properties=species:S:1:pos:R:3:mulliken_charge:R:1 method="wB97M-V/def2-TZVPD" homo_lumo_gap_ev=12.530 homo_energy_ev=-18.5 total_charge=+1
C 1.98445 0.06382 0.07897 0.6370
N -3.62807 -0.55154 -0.28121 -0.1124
N -2.62267 -0.28042 0.08158 0.1161
N 0.77110 0.28255 0.00890 -0.2589
O 3.06589 -0.23309 0.11205 -0.0406
H 0.28718 0.92097 0.67937 0.3272
H 0.14212 -0.20229 -0.67967 0.3316

The calculated energies rank the structures as follows, beginning with the most stable: 2), 1).

1) 19
Properties=species:S:1:pos:R:3:mulliken_charge:R:1 method="wB97M-V/def2-TZVPD" homo_lumo_gap_ev=5.927 homo_energy_ev=-2.0 smiles="CCN(CC)N([O-])N=O" total_charge=-1
C -1.95834 1.24941 0.56765 -1.0723
C -1.34984 0.39370 -0.55106 -0.7324
N 0.04363 0.07006 -0.31516 0.2592
C 0.30082 -1.25179 0.34310 -0.5335
C 1.66012 -1.26834 1.08804 -1.1622
N 0.87965 0.31812 -1.44094 0.7091
O 0.66947 -0.24506 -2.54321 -0.8582
N 1.86085 1.25242 -1.41248 -0.3683
O 1.84547 2.06729 -0.48717 -0.5537
H -1.29762 2.10628 0.74742 0.2811
H -2.93645 1.54436 0.22462 0.3937
H -2.06842 0.68863 1.45859 0.2627
H -1.41287 0.89543 -1.53791 0.4264
H -1.89981 -0.54712 -0.68791 0.3400
H -0.50867 -1.41360 1.07372 0.3192
H 0.24856 -2.06789 -0.39846 0.3179
H 1.78484 -2.22088 1.63937 0.3845
H 1.64753 -0.44400 1.83231 0.2718
H 2.49107 -1.12702 0.39947 0.3150

2) 19
Properties=species:S:1:pos:R:3:mulliken_charge:R:1 method="wB97M-V/def2-TZVPD" homo_lumo_gap_ev="6.006 / 5.388" homo_energy_ev="-2.3 / -1.7" total_charge=-1
C 1.13883 2.98181 1.30181 -0.7775
C -0.02809 -2.36253 -1.49234 -0.9185
C 1.72201 -1.26606 -0.01200 -0.7154
C -0.48149 -0.47523 -0.09623 0.1261
N -1.72388 -0.51335 -0.62878 -0.4502
N 0.46705 -1.35554 -0.52313 0.2980
N -2.75369 0.20254 -0.20699 0.8363
O -2.60671 0.99441 0.75409 -0.7358
O -3.82979 0.04234 -0.80654 -0.7418
H 1.96864 2.76035 0.56909 0.2173
H 1.49184 3.19137 2.26977 0.2972
H 0.51785 2.08228 1.40346 0.0839
H 0.76784 -2.74980 -2.15236 0.3711
H -0.59671 -3.12983 -0.89395 0.2516
H -0.80312 -1.84422 -2.08344 0.3150
H 0.63777 3.98625 1.17410 0.2714
H 2.00117 -0.61504 0.72928 0.2052
H 2.33453 -2.22403 -0.07403 0.1065
H -0.22403 0.29430 0.76821 -0.0404

The calculated energies rank the structures as follows, beginning with the most stable: 1), 2).

1) 16
Properties=species:S:1:pos:R:3:mulliken_charge:R:1 method="wB97M-V/def2-TZVPD" homo_lumo_gap_ev=8.698 homo_energy_ev=-8.0
C -1.10344 2.80968 0.54108 -0.8777
S 0.22190 1.62901 0.82898 -0.0756
C -0.47111 0.25873 -0.09003 -0.1020
N 0.05660 -0.85291 -0.35968 -0.4788
N 1.36257 -1.16192 -0.06545 0.1576
C 2.02559 -2.37869 -0.49526 -0.3218
S 1.28102 -3.72151 0.53910 -0.1754
S 2.01457 -2.63485 -2.26052 -0.1788
H -2.17409 2.35562 0.75227 0.2623
H -1.20661 2.91712 -0.48722 0.3443
H -0.98872 3.68573 1.22582 0.3010
H -1.47658 0.36812 -0.40337 0.3846
H 1.88214 -0.43026 0.45058 0.1827
H 3.18288 -2.25547 -0.14164 0.3214
H 0.12152 -3.90035 -0.12553 0.1266
H 0.69815 -2.82312 -2.53828 0.1296

2) 16
Properties=species:S:1:pos:R:3:mulliken_charge:R:1 method="wB97M-V/def2-TZVPD" homo_lumo_gap_ev=9.087 homo_energy_ev=-8.4
C 2.10150 -0.47195 0.70675 -0.2253
C -0.35969 -0.29461 -0.42770 -0.1552
C -3.22381 0.05492 -0.60253 -0.7575
N 1.29395 0.45700 1.33344 -0.2535
N 0.38383 1.10833 0.56618 -0.5328
S 0.95178 -1.50424 -0.37149 -0.1246
S 3.45225 0.53308 -0.23688 -0.2325
S -1.82899 -0.80203 0.28230 -0.0207
H 2.57625 -1.16325 1.41509 0.4562
H -0.62666 0.15259 -1.41862 0.3193
H -4.02550 -0.62868 -0.32419 0.3061
H -2.86959 -0.10116 -1.67370 0.2658
H -3.46364 1.16912 -0.33911 0.2498
H 0.80419 0.11150 2.16727 0.3007
H 0.92165 1.79283 -0.01083 0.2668
H 3.91244 -0.41345 -1.06597 0.1375

The calculated energies rank the structures as follows, beginning with the most stable: 1), 2).

1) 14
Properties=species:S:1:pos:R:3:mulliken_charge:R:1 method="wB97M-V/def2-TZVPD" homo_lumo_gap_ev=12.708 homo_energy_ev=-15.9 total_charge=+1
C -2.22655 -0.20812 0.56701 -0.8047
C 2.07192 0.09577 -0.03773 0.7806
N -1.21721 0.29813 -0.46130 -0.2836
O 1.59232 -0.93623 0.66532 -0.4134
O 3.38202 0.20141 -0.14441 -0.4371
O 1.31335 0.91496 -0.54166 -0.6703
H -3.15713 0.36155 0.46021 0.3518
H -1.96031 0.03957 1.53689 0.3376
H -1.68034 1.15003 -0.74463 0.3957
H -1.49756 -0.38655 -1.21492 0.3832
H -0.15137 0.48334 -0.53740 0.3243
H 2.27096 -1.55587 0.91672 0.3537
H 3.75871 0.80037 -0.80363 0.3758
H -2.49880 -1.25836 0.33952 0.3065

2) 14
Properties=species:S:1:pos:R:3:mulliken_charge:R:1 method="wB97M-V/def2-TZVPD" homo_lumo_gap_ev=11.682 homo_energy_ev=-15.3 total_charge=+1
O -0.40859 -0.59967 -0.94832 -0.5972
C 0.05234 -0.14353 0.07230 0.7138
O 0.16378 1.08692 0.43190 -0.4312
C 0.62412 -1.13032 1.11744 -0.6529
N 0.00923 -2.45331 0.74839 -0.2569
H -0.05420 1.76283 -0.28048 0.5278
H 1.69865 -1.17605 0.96789 0.3048
H 0.28141 -0.85638 2.08841 0.3476
H -0.81179 -2.62274 1.32255 0.3352
H -0.16016 -2.44183 -0.26993 0.3436
H 0.67874 -3.18868 0.96446 0.3605
H -0.97017 3.58561 -0.87901 0.3445
H -0.66595 2.88302 -2.17824 0.3475
O -0.32192 2.99047 -1.28137 -0.6870

The calculated energies rank the structures as follows, beginning with the most stable: 2), 1).

1) 19
Properties=species:S:1:pos:R:3:mulliken_charge:R:1 method="wB97M-V/def2-TZVPD" homo_lumo_gap_ev="7.527 / 5.316" homo_energy_ev="-13.1 / -13.0" total_charge=+1 spin_multiplicity=2 s2=0.76
C 1.19130 -0.73599 -0.00668 -0.4144
C 0.77154 -0.56571 1.46399 -0.6497
C 0.83647 0.88607 1.97172 -0.4265
C -0.41240 2.75879 0.78501 -0.1690
N 0.33264 1.77122 0.89576 0.0889
N 0.28728 -1.57839 -0.77039 -0.5788
H 2.14647 -1.25389 0.09677 0.2898
H 1.42964 0.23595 -0.46971 0.3527
H -0.13471 -1.07679 1.80356 0.4251
H 1.51516 -1.09804 2.06404 0.3179
H 1.86852 1.19112 2.14251 0.3000
H 0.21977 1.10978 2.82760 0.3963
H -0.11604 3.66984 0.26209 0.3007
H -1.44308 2.70205 1.15809 0.3025
H 0.50528 -1.38064 -1.74144 0.2537
H -0.64861 -1.21890 -0.70312 0.2064
H -2.37449 -1.48681 -4.55619 0.3251
H -3.45569 -2.04033 -3.53100 0.3234
O -2.51905 -1.88934 -3.69262 -0.6441

2) 19
Properties=species:S:1:pos:R:3:mulliken_charge:R:1 method="wB97M-V/def2-TZVPD" homo_lumo_gap_ev="9.600 / 6.275" homo_energy_ev="-13.8 / -13.8" total_charge=+1 spin_multiplicity=2 s2=0.76
C -1.70594 1.57994 -0.92326 -0.6718
C -0.83295 1.82883 0.32850 -0.5548
C 0.28379 0.88793 0.55914 -0.1942
C 0.29370 -0.43829 0.09396 0.0916
N 1.13373 -1.38348 0.49393 -0.3401
N -2.83186 0.66245 -0.62404 -0.5962
H -1.09710 1.32531 -1.79784 0.3821
H -2.18923 2.53822 -1.08449 0.4147
H -0.43138 2.84385 0.31494 0.3904
H -1.56451 1.77857 1.15088 0.3473
H 1.03377 1.08716 1.32187 0.3328
H -0.58319 -0.75228 -0.45672 0.2515
H 0.70374 -2.27596 0.71009 0.2576
H 1.86501 -1.18678 1.17280 0.3696
H -3.36177 0.62423 -1.49464 0.2685
H -2.50216 -0.29840 -0.54610 0.2355
H 3.52665 -2.28085 0.31446 0.2966
H 3.98214 -3.66766 0.02077 0.3267
O 4.27754 -2.87281 0.44576 -0.6077

3) 19
Properties=species:S:1:pos:R:3:mulliken_charge:R:1 method="wB97M-V/def2-TZVPD" homo_lumo_gap_ev="9.795 / 4.390" homo_energy_ev="-13.0 / -13.0" total_charge=+1 spin_multiplicity=2 s2=0.76
C 0.09788 -0.12985 0.65475 -0.4822
C 0.49201 0.14268 -0.83977 -0.5584
C 0.46399 -1.25311 -1.55722 -0.7082
N 0.88538 -1.21878 -3.04766 -0.6270
N -0.00892 1.18428 1.24422 0.0286
C -0.71864 1.30036 2.56701 -0.1862
O -2.08639 1.15080 2.14010 -0.4098
H -0.91180 -0.64951 0.59777 0.2555
H 0.68276 -0.88944 1.13167 0.4139
H -0.32001 0.75143 -1.28411 0.3377
H 1.52949 0.45625 -0.97778 0.3644
H 1.24090 -1.93595 -1.20196 0.3929
H -0.55682 -1.61459 -1.62712 0.2924
H 1.67488 -1.85706 -3.08029 0.2781
H 1.28269 -0.27969 -3.20951 0.2525
H -0.54743 1.78252 0.59496 0.3697
H -0.44395 0.47356 3.19983 0.3290
H -0.63115 2.30570 2.96305 0.3018
H -2.12488 0.28041 1.73206 0.3553

The calculated energies rank the structures as follows, beginning with the most stable: 2), 3), 1).

1) 14
Properties=species:S:1:pos:R:3:mulliken_charge:R:1 method="wB97M-V/def2-TZVPD" homo_lumo_gap_ev="8.931 / 8.932" homo_energy_ev="-13.2 / -13.2" total_charge=+1
C 0.27702 -2.52858 -1.19580 -0.6195
C -0.45322 1.81205 0.78056 0.1793
C 0.34237 -1.55393 0.03273 0.6655
N -0.98213 0.97109 -0.08786 -0.3923
N -0.21862 3.07659 0.44889 -0.3230
O 1.44037 -1.16487 0.71173 -0.4745
S -1.12660 -0.60647 0.49847 0.0980
H -0.65519 -2.71684 -1.77422 0.1402
H 1.15263 -3.25206 -1.52607 0.2368
H 0.03119 1.30471 1.66862 0.2803
H 0.39737 3.51104 1.16552 0.2793
H -0.74006 3.59032 -0.28265 0.2869
H 2.30813 -1.18265 0.22845 0.3559
H -1.77327 -1.26041 -0.66837 0.2871

2) 14
Properties=species:S:1:pos:R:3:mulliken_charge:R:1 method="wB97M-V/def2-TZVPD" homo_lumo_gap_ev=9.159 homo_energy_ev=-13.2 total_charge=+1
C -2.54701 0.11944 1.31370 -0.3017
C 1.62433 0.57053 -0.28156 0.1365
C -2.27039 -0.15656 0.20075 0.1313
N 1.15339 -0.50818 0.35639 -0.1196
N 1.09648 1.18489 -1.36365 -0.2933
O -1.93230 -0.38951 -1.03717 -0.5975
S 2.20669 -1.42316 1.30904 -0.0542
H 0.43108 -0.89085 -0.23298 0.2486
H -2.54223 0.20662 2.36621 0.4041
H 2.51464 1.04004 0.37112 0.3248
H 1.53794 2.10955 -1.57249 0.2747
H 0.25998 0.89360 -1.84269 0.2323
H -2.65086 -0.72201 -1.71601 0.3827
H 1.11827 -2.03439 2.12935 0.2313

The calculated energies rank the structures as follows, beginning with the most stable: 2), 1).

1) 9
Properties=species:S:1:pos:R:3:mulliken_charge:R:1 method="wB97M-V/def2-TZVPD" homo_lumo_gap_ev=10.472 homo_energy_ev=-9.9 smiles=Oc1ncn[nH]1
O -1.94576 -0.31386 0.01586 -0.4735
C -0.62853 -0.15979 -0.07410 0.5591
N 0.29592 -1.04311 -0.27569 -0.5609
C 1.42186 -0.23941 -0.24038 -0.0277
N 1.22683 1.02351 0.01297 -0.5291
N -0.16262 1.10475 0.11837 -0.0215
H -2.12954 -1.25145 -0.09476 0.3723
H 2.40422 -0.65304 -0.42602 0.4021
H -0.47752 1.47176 1.00443 0.2790

2) 9
Properties=species:S:1:pos:R:3:mulliken_charge:R:1 method="wB97M-V/def2-TZVPD" homo_lumo_gap_ev=9.588 homo_energy_ev=-9.1
N 0.28832 1.57006 0.07794 -0.4517
C -0.21140 0.37310 0.53812 0.5246
C -0.33868 -0.63439 -0.54038 -0.3513
N -0.12021 -1.88386 -0.25392 0.5159
N 0.12318 -2.96531 -0.02361 -0.5522
O -0.53344 0.18179 1.69537 -0.5800
H 0.49393 2.24860 0.79810 0.2505
H 0.94307 1.53520 -0.68976 0.2442
H -0.67081 -0.42087 -1.54653 0.4001

The calculated energies rank the structures as follows, beginning with the most stable: 1), 2).